ORCA calculation (ωB97M-V with the def2-TZVPD basis set) on the molecule C5H7O5 in a non-equilibrium geometry.

ORCA input file:
```
! RIJCOSX wB97M-V def2-TZVPD def2/J DEFGRID3
* xyz 0 2
C -0.601 -2.187 0.162
C 0.093 -0.884 0.495
C 1.088 -0.475 -0.674
C 1.091 0.551 -1.569
O 0.500 -2.061 2.727
O 0.692 -0.892 1.734
C -0.969 0.261 0.621
O -0.683 1.447 0.664
O -2.221 -0.238 0.728
O -3.222 0.757 0.263
H -1.592 -1.923 -0.177
H -0.031 -2.782 -0.547
H -0.658 -2.780 1.090
H 1.927 -1.208 -0.680
H 1.921 0.560 -2.291
H 0.348 1.333 -1.545
H -2.686 1.579 0.326
*
```

## Properties
- HOMO level (spin up / spin down) (Ha) = -0.3876 / -0.3870
- total energy (a.u.) = -570.60571
- relative energy (zero: lowest compared OMol25 entry of this formula, charge and spin) (kcal/mol) = 51.1
- largest force on an atom (eV/Å) = 5.888
- Kohn-Sham gap (spin up / spin down) (eV) = 10.32 / 8.29